No. 1
{"formula": "C4H10N2OS", "method": "ωB97M-V/def2-TZVPD", "energy_ha": -741.0016, "e_lumo_ha": [-0.1237, -0.3315], "orbital_gap_ev": [9.248, 3.563], "total_charge": 1, "multiplicity": 2, "elements": ["O", "C", "N", "C", "C", "S", "C", "N", "H", "H", "H", "H", "H", "H", "H", "H", "H", "H"], "positions_angstrom": [[0.046, 0.100, -2.437], [0.252, 0.293, -1.260], [-0.730, 0.376, -0.362], [-0.655, 0.522, 1.082], [-1.307, -0.634, 1.805], [-3.007, -1.187, 1.408], [1.713, 0.520, -0.713], [2.624, -0.058, -1.672], [-1.714, 0.297, -0.601], [-1.279, 1.387, 1.383], [0.305, 0.797, 1.534], [-1.292, -0.561, 2.887], [-0.754, -1.572, 1.612], [-2.867, -1.425, 0.093], [1.898, 0.085, 0.262], [1.710, 1.623, -0.733], [2.574, -1.070, -1.779], [2.481, 0.507, -2.509]], "nbo_charge": [-0.46, 0.67, -0.57, -0.27, -0.55, 0.02, -0.34, -0.39, 0.45, 0.23, 0.23, 0.26, 0.22, 0.11, 0.27, 0.28, 0.42, 0.41]}


No. 2
{"formula": "CCl3F", "method": "ωB97M-V/def2-TZVPD", "smiles": "FC(Cl)(Cl)Cl", "energy_ha": -1518.5201, "e_lumo_ha": 0.0230, "orbital_gap_ev": 11.982, "elements": ["F", "C", "Cl", "Cl", "Cl"], "positions_angstrom": [[0.900, 0.235, 1.085], [-0.046, 0.060, 0.044], [-1.325, -0.794, 0.613], [-0.488, 1.471, -0.728], [0.959, -0.973, -1.014]], "nbo_charge": [-0.34, 0.11, 0.12, 0.11, 0.00]}


No. 3
{"formula": "C31H31Cl3N6", "method": "ωB97M-V/def2-TZVPD", "energy_ha": -2908.8540, "e_lumo_ha": [0.0936, 0.0929], "orbital_gap_ev": [2.278, 8.851], "total_charge": -1, "multiplicity": 2, "elements": ["N", "C", "C", "C", "C", "C", "H", "H", "H", "H", "H", "N", "C", "C", "C", "C", "C", "H", "H", "H", "H", "H", "N", "C", "C", "C", "C", "C", "H", "H", "H", "H", "H", "N", "C", "C", "C", "C", "C", "H", "H", "H", "H", "H", "N", "C", "C", "C", "C", "C", "H", "H", "H", "H", "H", "N", "C", "C", "C", "C", "C", "H", "H", "H", "H", "H", "C", "Cl", "Cl", "Cl", "H"], "positions_angstrom": [[0.461, 2.917, 2.738], [-0.062, 2.501, 3.939], [-0.727, 3.389, 4.811], [-0.971, 4.674, 4.337], [-0.578, 5.054, 3.076], [0.142, 4.165, 2.360], [0.291, 1.549, 4.308], [-1.049, 3.145, 5.812], [-1.498, 5.392, 4.948], [-0.824, 6.068, 2.795], [0.710, 4.408, 1.474], [2.937, -0.396, 3.473], [3.047, -1.460, 4.347], [3.765, -1.449, 5.559], [4.308, -0.192, 5.886], [4.062, 0.935, 5.120], [3.407, 0.752, 3.878], [2.489, -2.335, 4.048], [4.009, -2.188, 6.309], [4.903, -0.157, 6.787], [4.371, 1.930, 5.405], [3.450, 1.581, 3.188], [-4.418, -1.026, -1.441], [-5.135, -1.586, -2.384], [-4.663, -1.707, -3.707], [-3.357, -1.273, -3.982], [-2.558, -0.860, -2.941], [-3.167, -0.633, -1.727], [-6.182, -1.769, -2.190], [-5.361, -2.105, -4.429], [-2.901, -1.258, -4.961], [-1.547, -0.555, -3.167], [-2.615, -0.117, -0.955], [-0.678, -4.148, -4.634], [0.161, -3.180, -4.314], [0.305, -2.659, -3.045], [-0.276, -3.339, -2.006], [-1.021, -4.508, -2.264], [-1.241, -4.863, -3.597], [0.456, -2.541, -5.133], [0.686, -1.664, -2.865], [-0.191, -2.987, -0.989], [-1.556, -4.964, -1.443], [-1.951, -5.653, -3.792], [-3.944, 1.643, 0.551], [-3.215, 2.806, 0.772], [-3.803, 4.116, 0.736], [-5.124, 4.200, 0.485], [-5.821, 3.034, 0.263], [-5.245, 1.760, 0.181], [-2.228, 2.575, 1.144], [-3.197, 5.004, 0.838], [-5.640, 5.144, 0.384], [-6.873, 3.027, 0.019], [-5.752, 0.860, -0.134], [4.110, -1.023, -3.820], [4.911, -1.826, -4.592], [5.656, -2.838, -4.070], [5.617, -3.024, -2.715], [4.845, -2.275, -1.902], [4.097, -1.264, -2.481], [5.067, -1.595, -5.635], [6.304, -3.364, -4.756], [6.228, -3.785, -2.252], [4.746, -2.456, -0.842], [3.670, -0.528, -1.817], [1.171, 0.624, 0.311], [1.489, -1.104, -0.160], [-0.302, 1.167, -0.514], [2.599, 1.631, -0.027], [1.205, 0.603, 1.400]], "lowdin_charge": [0.08, -0.11, -0.07, -0.10, -0.10, -0.17, 0.09, 0.09, 0.10, 0.10, 0.11, 0.08, -0.12, -0.07, -0.11, -0.07, -0.17, 0.09, 0.09, 0.09, 0.09, 0.09, 0.05, -0.18, -0.07, -0.08, -0.08, -0.14, 0.09, 0.08, 0.10, 0.09, 0.04, 0.04, -0.19, -0.11, -0.11, -0.07, -0.15, 0.10, 0.08, 0.05, 0.09, 0.08, 0.06, -0.10, -0.08, -0.13, -0.10, -0.14, 0.05, 0.09, 0.10, 0.09, 0.08, 0.07, -0.16, -0.11, -0.12, -0.08, -0.15, 0.09, 0.10, 0.10, 0.10, 0.05, -1.55, 0.35, 0.42, 0.31, -0.05]}


No. 4
{"formula": "C42H59BN8NaOS", "method": "ωB97M-V/def2-TZVPD", "energy_ha": -2734.6575, "e_lumo_ha": 0.0761, "orbital_gap_ev": 7.489, "total_charge": -1, "elements": ["Na", "C", "C", "C", "C", "C", "C", "C", "C", "C", "N", "N", "B", "N", "N", "C", "C", "C", "C", "C", "C", "C", "C", "C", "N", "N", "C", "C", "C", "C", "C", "C", "C", "C", "C", "H", "H", "H", "H", "H", "H", "H", "H", "H", "H", "H", "H", "H", "H", "H", "H", "H", "H", "H", "H", "H", "H", "H", "H", "H", "H", "H", "H", "H", "H", "H", "H", "H", "H", "H", "H", "H", "H", "H", "H", "H", "H", "H", "H", "H", "H", "N", "C", "C", "C", "C", "C", "N", "H", "H", "H", "H", "H", "H", "C", "C", "O", "S", "C", "C", "C", "C", "C", "C", "C", "C", "H", "H", "H", "H", "H", "H", "H"], "positions_angstrom": [[0.340, -0.691, 0.086], [3.660, -1.666, 0.631], [3.406, -2.259, -0.763], [4.631, -3.028, -1.247], [3.011, -1.185, -1.745], [3.713, -0.662, -2.843], [2.899, 0.330, -3.372], [3.361, 1.219, -4.514], [2.332, 1.996, -5.335], [4.422, 2.201, -3.991], [1.768, 0.353, -2.620], [1.849, -0.564, -1.623], [0.466, 1.208, -2.696], [0.409, 2.227, -1.523], [0.419, 1.802, -0.232], [0.242, 2.873, 0.525], [0.097, 4.023, -0.277], [0.204, 3.568, -1.578], [0.133, 4.386, -2.840], [1.368, 5.285, -2.972], [-1.154, 5.214, -2.879], [0.208, 2.756, 2.021], [1.453, 3.386, 2.656], [-1.070, 3.363, 2.601], [-0.803, 0.307, -2.665], [-1.224, -0.269, -1.510], [-2.372, -0.872, -1.775], [-2.717, -0.690, -3.132], [-1.686, 0.065, -3.663], [-1.451, 0.470, -5.091], [-0.493, -0.524, -5.763], [-2.762, 0.572, -5.869], [-3.112, -1.598, -0.686], [-4.011, -0.629, 0.096], [-3.920, -2.771, -1.239], [3.938, -2.454, 1.337], [2.766, -1.177, 1.021], [4.469, -0.930, 0.588], [2.566, -2.953, -0.674], [5.506, -2.371, -1.292], [4.469, -3.449, -2.242], [4.860, -3.847, -0.560], [4.687, -0.951, -3.214], [3.858, 0.536, -5.205], [1.904, 2.819, -4.762], [1.520, 1.361, -5.690], [2.837, 2.425, -6.207], [3.974, 2.869, -3.249], [4.824, 2.810, -4.807], [5.246, 1.672, -3.511], [0.459, 1.804, -3.723], [-0.061, 5.043, 0.045], [0.118, 3.707, -3.690], [1.400, 6.010, -2.154], [1.352, 5.834, -3.919], [2.285, 4.692, -2.931], [-1.178, 5.931, -2.054], [-2.031, 4.568, -2.791], [-1.225, 5.771, -3.819], [0.215, 1.690, 2.243], [1.513, 4.450, 2.405], [2.359, 2.897, 2.287], [1.428, 3.286, 3.745], [-1.106, 4.442, 2.418], [-1.117, 3.197, 3.682], [-1.953, 2.911, 2.143], [-3.588, -1.064, -3.649], [-0.974, 1.453, -5.098], [-0.952, -1.517, -5.795], [0.439, -0.606, -5.198], [-0.259, -0.216, -6.787], [-3.261, -0.401, -5.918], [-2.569, 0.902, -6.893], [-3.446, 1.282, -5.398], [-2.359, -1.996, -0.001], [-4.779, -0.205, -0.560], [-3.420, 0.192, 0.511], [-4.514, -1.148, 0.921], [-4.743, -2.415, -1.869], [-4.353, -3.355, -0.422], [-3.291, -3.433, -1.840], [-1.421, -0.808, 3.200], [-0.367, -0.345, 3.944], [-0.556, 0.197, 5.228], [0.535, 0.687, 5.910], [1.797, 0.629, 5.322], [1.882, 0.074, 4.058], [0.841, -0.398, 3.371], [-2.272, -1.009, 3.694], [-1.157, -1.504, 2.504], [-1.549, 0.219, 5.668], [0.410, 1.116, 6.898], [2.677, 1.007, 5.826], [2.843, 0.002, 3.552], [-3.208, -3.082, 7.094], [-3.210, -4.378, 7.870], [-3.787, -4.511, 8.920], [-2.338, -5.802, 7.221], [-1.710, -5.261, 5.654], [-2.502, -5.349, 4.512], [-2.047, -4.840, 3.305], [-0.792, -4.221, 3.206], [0.017, -4.200, 4.354], [-0.435, -4.709, 5.561], [-0.365, -3.568, 2.008], [-0.073, -2.799, 1.090], [-3.944, -3.152, 6.291], [-2.241, -2.873, 6.641], [-3.494, -2.280, 7.772], [-3.482, -5.807, 4.582], [-2.666, -4.896, 2.418], [0.999, -3.749, 4.281], [0.187, -4.658, 6.447]], "lowdin_charge": [0.17, -0.06, -0.36, -0.09, -0.26, 0.01, -0.20, -0.34, -0.07, -0.06, 0.06, 0.10, -0.47, 0.05, 0.13, -0.27, 0.02, -0.21, -0.37, -0.06, -0.07, -0.37, -0.06, -0.06, 0.05, 0.10, -0.26, 0.03, -0.21, -0.37, -0.06, -0.08, -0.37, -0.07, -0.08, 0.08, 0.05, 0.08, 0.13, 0.08, 0.08, 0.07, 0.10, 0.13, 0.06, 0.06, 0.08, 0.08, 0.07, 0.07, 0.08, 0.11, 0.10, 0.08, 0.08, 0.07, 0.07, 0.08, 0.07, 0.10, 0.07, 0.08, 0.07, 0.07, 0.07, 0.08, 0.10, 0.11, 0.09, 0.07, 0.08, 0.07, 0.07, 0.08, 0.09, 0.08, 0.07, 0.07, 0.07, 0.07, 0.08, 0.16, -0.40, -0.04, -0.09, -0.10, -0.15, 0.12, 0.09, 0.03, 0.10, 0.10, 0.09, 0.11, -0.05, -0.74, -0.02, 1.00, -0.59, -0.11, -0.03, -0.28, -0.03, -0.11, -0.22, -0.03, 0.09, 0.07, 0.08, 0.10, 0.11, 0.11, 0.10]}


No. 5
{"formula": "C21H16N4O7PdS4", "method": "ωB97M-V/def2-TZVPD", "energy_ha": -3276.3774, "e_lumo_ha": 0.1589, "orbital_gap_ev": 7.469, "total_charge": -2, "elements": ["Pd", "S", "C", "S", "C", "C", "N", "C", "N", "O", "S", "O", "N", "C", "O", "C", "C", "C", "C", "C", "C", "H", "H", "H", "H", "C", "C", "C", "C", "C", "C", "C", "S", "O", "O", "N", "C", "C", "C", "O", "O", "H", "H", "H", "H", "H", "H", "H", "H", "H", "H", "H", "H"], "positions_angstrom": [[0.697, -1.657, 0.040], [-1.138, -2.786, 0.730], [-0.376, -4.245, 0.238], [1.172, -3.821, -0.382], [-0.908, -5.519, 0.332], [-0.180, -6.661, -0.102], [0.404, -7.597, -0.441], [-2.207, -5.733, 0.868], [-3.262, -5.923, 1.298], [5.639, -1.821, -4.153], [4.250, -2.164, -3.876], [3.410, -1.090, -4.952], [3.862, -1.595, -2.433], [2.735, -0.976, -2.127], [2.416, -0.749, -0.933], [1.860, -0.435, -3.214], [0.678, 0.226, -2.891], [-0.116, 0.789, -3.876], [0.283, 0.705, -5.205], [1.463, 0.068, -5.544], [2.254, -0.507, -4.551], [0.403, 0.305, -1.847], [-1.036, 1.292, -3.607], [-0.331, 1.140, -5.986], [1.795, -0.005, -6.572], [7.149, 0.595, -1.284], [6.374, 1.123, -0.108], [6.695, 2.344, 0.476], [5.970, 2.836, 1.551], [4.922, 2.086, 2.061], [4.579, 0.865, 1.491], [5.302, 0.396, 0.407], [4.021, 2.715, 3.453], [4.423, 1.987, 4.624], [4.165, 4.149, 3.423], [2.461, 2.364, 3.193], [1.820, 2.913, 1.989], [0.458, 2.246, 1.805], [0.598, 0.754, 1.511], [0.024, 0.352, 0.446], [1.262, 0.052, 2.293], [7.808, 1.359, -1.698], [6.478, 0.245, -2.068], [7.763, -0.258, -0.988], [7.514, 2.929, 0.071], [6.198, 3.798, 1.989], [3.729, 0.296, 1.853], [5.000, -0.528, -0.071], [2.257, 1.357, 3.259], [2.434, 2.726, 1.099], [1.715, 3.991, 2.105], [-0.084, 2.727, 0.993], [-0.118, 2.360, 2.728]], "nbo_charge": [0.65, -0.03, -0.22, -0.03, -0.50, 0.33, -0.40, 0.33, -0.40, -0.97, 1.65, -0.70, -0.90, 0.66, -0.73, -0.25, -0.08, -0.29, -0.19, -0.29, 0.34, 0.25, 0.20, 0.20, 0.21, -0.64, 0.01, -0.23, -0.22, -0.29, -0.21, -0.20, 2.33, -0.95, -0.98, -0.90, -0.22, -0.51, 0.79, -0.75, -0.74, 0.20, 0.25, 0.22, 0.20, 0.23, 0.26, 0.25, 0.45, 0.19, 0.20, 0.22, 0.21]}


No. 6
{"formula": "C9H22BF3NO6PSTi", "method": "ωB97M-V/def2-TZVPD", "energy_ha": -2774.8285, "e_lumo_ha": -0.4328, "orbital_gap_ev": 3.103, "total_charge": 2, "elements": ["C", "C", "C", "O", "P", "C", "C", "O", "N", "C", "C", "B", "O", "O", "C", "S", "O", "O", "C", "F", "F", "F", "H", "H", "H", "H", "H", "H", "H", "H", "H", "H", "H", "H", "H", "H", "H", "H", "H", "H", "H", "H", "H", "H", "Ti"], "positions_angstrom": [[-3.027, 2.543, -0.321], [-3.629, 1.064, -0.060], [-2.560, 0.144, 0.744], [-1.198, 0.581, 0.626], [-0.084, -0.550, -0.004], [-0.225, -1.778, 1.392], [1.093, -1.900, 2.340], [1.922, -3.014, 1.992], [1.155, 0.755, 0.076], [1.042, 1.561, 1.299], [2.565, 2.120, 1.579], [-1.021, -0.611, -1.721], [-1.719, -1.839, -2.021], [-1.005, 0.540, -2.557], [-1.099, 0.206, -3.971], [1.446, -1.720, -1.053], [1.237, -1.499, -2.552], [1.265, -3.217, -0.886], [3.203, -1.149, -0.763], [4.029, -2.188, -1.246], [3.530, -0.046, -1.589], [3.580, -0.963, 0.572], [-3.698, 3.094, -1.070], [-2.992, 3.141, 0.650], [-1.999, 2.485, -0.829], [-3.761, 0.602, -1.096], [-4.629, 1.116, 0.474], [-2.847, 0.339, 1.847], [-2.756, -0.972, 0.615], [-1.054, -1.574, 2.161], [-0.428, -2.861, 1.063], [1.700, -0.930, 2.386], [0.746, -2.092, 3.423], [2.625, -3.129, 2.663], [0.964, 1.417, -0.705], [0.420, 2.516, 1.146], [0.752, 0.990, 2.244], [3.075, 2.440, 0.620], [3.108, 1.223, 2.114], [2.437, 2.965, 2.363], [-1.245, -2.340, -2.716], [-2.124, 0.433, -4.426], [-0.371, 0.906, -4.516], [-0.745, -0.848, -4.185], [2.322, 2.040, 3.898]], "nbo_charge": [-0.63, -0.42, -0.12, -0.87, 1.36, -0.81, -0.04, -0.69, -0.93, -0.21, -0.60, 0.98, -0.95, -0.75, -0.27, 1.58, -0.89, -0.84, 0.76, -0.29, -0.31, -0.35, 0.24, 0.20, 0.21, 0.22, 0.24, 0.19, 0.22, 0.28, 0.35, 0.08, 0.19, 0.49, 0.44, 0.27, 0.17, 0.37, 0.19, 0.08, 0.53, 0.22, 0.21, 0.20, 1.72]}


No. 7
{"formula": "C4H14NO2S", "method": "ωB97M-V/def2-TZVPD", "energy_ha": -764.2062, "e_lumo_ha": 0.1307, "orbital_gap_ev": 6.548, "total_charge": -1, "elements": ["C", "N", "C", "C", "S", "C", "H", "H", "H", "H", "H", "H", "H", "H", "H", "H", "H", "H", "O", "H", "H", "O"], "positions_angstrom": [[1.656, 2.300, -0.438], [0.604, 1.626, -1.210], [0.096, 0.275, -0.789], [-0.633, -0.461, -2.014], [-1.201, -2.161, -1.495], [-0.751, 0.455, 0.496], [1.856, 1.728, 0.508], [2.502, 2.361, -1.104], [1.414, 3.297, -0.029], [-0.223, 2.261, -1.311], [1.016, -0.310, -0.554], [-1.407, 0.078, -2.398], [0.122, -0.627, -2.751], [-1.670, 0.947, 0.313], [-0.066, 1.038, 1.131], [-1.092, -0.486, 0.980], [-1.979, -2.373, 0.704], [-1.523, -3.412, 1.460], [-1.495, -2.436, 1.658], [0.303, -1.880, 2.494], [1.283, -0.786, 1.728], [1.189, -1.436, 2.622]], "nbo_charge": [-0.42, -0.66, -0.03, -0.48, -0.73, -0.66, 0.18, 0.19, 0.18, 0.34, 0.17, 0.17, 0.19, 0.19, 0.18, 0.26, 0.50, 0.46, -1.02, 0.51, 0.47, -0.99]}